(w)
One molecule with the formula C9H12N2O, computed with ωB97M-V/def2-TZVPD.

Each line ends with the natural charge from an NBO analysis.
Element x y z (Å)
O -3.60707 1.95357 -1.12660  -0.26
N -2.86971 0.96487 -1.23066  0.08
N -1.22823 2.00919 0.16778  -0.36
C -0.06474 1.93366 0.79682  0.02
C -1.63746 0.95016 -0.56807  0.18
C 0.30613 -0.34115 0.12150  -0.20
C 0.73435 0.76146 0.83778  0.02
C -0.86242 -0.23765 -0.63854  0.03
C 3.18019 0.98921 0.77135  -0.59
C -1.95119 -2.57051 -0.81479  -0.60
C 1.98101 0.69674 1.66665  -0.43
C -1.17037 -1.45850 -1.52529  -0.42
H 0.26841 2.76987 1.39185  0.19
H 0.89532 -1.24659 0.08862  0.22
H 3.05088 1.95733 0.32966  0.21
H 3.29657 0.28999 -0.03295  0.21
H 4.10516 1.00765 1.35207  0.21
H -2.00604 -3.45446 -1.44214  0.21
H -1.46448 -2.77602 0.11433  0.20
H -2.97511 -2.26438 -0.61491  0.22
H 1.93790 1.38058 2.50848  0.22
H 2.03893 -0.29413 2.13886  0.21
H -1.74515 -1.13131 -2.39454  0.23
H -0.21288 -1.88956 -1.89724  0.21

HOMO level = -8.942 eV
E_LUMO = -0.90 eV
orbital gap = 8.04 eV
SMILES string = CCc1cnc(N=O)c(CC)c1

---

(x)
C9H12N2O as an isolated structure, computed with ωB97M-V/def2-TZVPD.

Each line ends with the natural charge from an NBO analysis.
Element x y z (Å)
C 0.05663 -2.54194 -1.40551  -0.10
C 1.03785 -1.52562 -0.76789  -0.24
C -1.17254 -1.15246 0.30172  -0.28
C -1.17650 -2.64557 0.73072  -0.09
C 0.28813 0.78793 -0.14477  0.18
C 1.41584 1.66402 -0.12177  -0.34
C 1.45075 2.97925 0.46482  0.03
C -0.66144 2.93851 0.52229  0.06
C -0.70719 1.51373 0.30014  -0.32
H 0.44693 -3.38507 -2.13406  0.20
H -0.51824 -1.99634 -2.06000  0.16
H 1.87202 -2.13697 -0.04731  0.21
H 1.43834 -0.88687 -1.64901  0.23
H -1.50969 -0.34802 1.18416  0.22
H -2.16382 -1.14733 -0.22570  0.21
H -1.96340 -3.32511 0.90704  0.22
H -0.35156 -2.82563 1.49132  0.17
H 2.57974 1.68451 -0.24321  0.26
H 2.61553 3.45596 0.95552  0.20
H -1.59569 3.64833 0.44770  0.20
H -1.66514 0.99122 0.33664  0.22
N 0.13898 -0.69978 0.02655  -0.43
N 0.37537 3.75403 0.82553  -0.42
O -0.74684 -3.40194 -0.52577  -0.55

HOMO level = -8.937 eV
E_LUMO = 0.55 eV
orbital gap = 9.48 eV

---

Least stable structure: (x)